# 1
A cluster of 2 separate species, C35H35F5N2O5 in total at a distorted geometry, computed with ωB97M-V/def2-TZVPD.

Positions of all 82 atoms, in Å:
F: 4.365 1.352 -0.337
F: 8.736 -0.234 -1.294
F: 7.070 1.483 0.062
F: 7.692 -2.067 -3.055
F: 4.981 -2.248 -3.377
O: 0.121 2.773 -0.245
O: -1.783 3.571 0.599
O: -3.321 1.879 1.629
O: 4.438 -2.901 0.009
O: -2.464 0.235 2.853
N: 2.278 -3.592 -0.434
N: 1.225 -1.599 -0.512
C: -5.281 -1.258 -1.425
C: -4.535 1.567 2.358
C: -0.802 2.648 0.563
C: 2.655 -1.287 -0.564
C: -0.973 1.474 1.446
C: 3.278 -2.665 -0.319
C: 0.942 -3.045 -0.652
C: 1.525 1.423 1.725
C: -5.585 2.472 1.793
C: 2.548 -5.007 -0.320
C: 0.322 -0.594 -0.508
C: 6.875 -1.236 -2.377
C: -2.871 5.383 -0.450
C: -1.951 0.307 -0.565
C: 6.560 0.582 -0.804
C: 0.213 1.100 2.187
C: -4.172 1.271 -1.110
C: -5.493 1.142 -1.526
C: 4.621 -0.483 -1.829
C: 2.667 1.125 2.462
C: 7.405 -0.294 -1.491
C: 0.460 -3.402 -2.072
C: 1.287 0.158 4.196
C: 0.154 0.429 3.438
C: -2.269 1.139 2.040
C: 5.187 0.484 -0.999
C: 2.553 0.517 3.717
C: -1.045 -0.758 -0.593
C: 5.495 -1.303 -2.545
C: -0.041 -3.559 0.406
C: -6.048 -0.130 -1.721
C: -3.977 -1.129 -0.948
C: -1.630 4.544 -0.460
C: -3.372 0.141 -0.836
C: 3.138 -0.678 -1.877
H: -0.124 -4.646 0.301
H: -1.034 -3.122 0.281
H: 1.625 1.951 0.780
H: -4.781 0.505 2.214
H: -5.769 2.256 0.737
H: -5.690 -2.258 -1.579
H: -4.352 1.776 3.423
H: 3.643 1.405 2.063
H: 2.886 -1.352 -2.709
H: 0.228 -4.476 -2.113
H: 0.338 -3.296 1.404
H: -6.519 2.325 2.341
H: -0.824 0.148 3.812
H: 2.914 -0.615 0.268
H: -6.080 2.041 -1.722
H: 1.242 -3.171 -2.807
H: -3.396 -2.020 -0.691
H: -1.433 -1.747 -0.816
H: 3.444 0.334 4.314
H: -1.526 4.005 -1.411
H: -0.441 -2.840 -2.339
H: -3.712 2.262 -1.046
H: 3.629 -5.144 -0.255
H: 2.159 -5.545 -1.193
H: -7.052 -0.229 -2.122
H: -1.570 1.284 -0.885
H: -5.303 3.526 1.889
H: 0.750 0.413 -0.472
H: -2.968 5.950 0.478
H: 1.164 -0.315 5.170
H: -2.823 6.100 -1.269
H: -3.777 4.781 -0.591
H: 2.074 -5.425 0.578
H: 2.627 0.284 -2.022
H: -0.724 5.125 -0.252

Cartesian forces, eV/Å:
F 0.68 -0.74 -0.49
F -0.79 -0.01 -0.15
F -0.29 -0.55 -0.63
F -0.48 0.52 0.45
F 0.41 0.57 0.53
O -0.55 -0.19 0.41
O 0.58 -0.02 -0.54
O -0.40 -0.18 0.44
O -1.14 0.33 -0.77
O 0.01 0.30 -0.70
N 0.58 0.38 0.04
N -0.12 0.75 -0.48
C 0.17 -0.17 0.10
C 0.45 0.07 -0.26
C -0.03 -0.37 -0.05
C 0.01 -0.58 0.73
C -1.23 1.43 0.47
C 0.39 -0.32 0.95
C -0.10 0.04 -0.34
C -0.23 -0.16 -0.08
C -0.51 0.32 -0.08
C -0.28 -0.25 0.09
C 0.21 -0.58 -0.27
C 0.11 0.04 -0.11
C -0.39 0.39 -0.03
C 1.11 0.70 -1.14
C 0.14 0.04 0.18
C 1.48 -0.84 0.24
C 0.38 -0.07 -0.26
C 0.08 -0.26 -0.12
C 0.62 0.22 -0.17
C -0.30 -0.06 0.48
C 0.19 -0.03 0.03
C 0.04 0.04 0.02
C 0.17 0.34 -0.47
C -0.06 -0.07 0.00
C 0.08 -0.21 0.53
C -0.21 0.27 0.21
C 0.03 -0.03 -0.14
C -0.12 -0.43 -0.45
C -0.16 -0.27 0.14
C 0.29 0.11 0.18
C 0.46 0.35 0.14
C 0.10 0.23 0.00
C -0.15 -0.16 0.30
C -0.91 -0.25 0.16
C -0.34 0.02 -0.47
H 0.01 0.18 0.13
H 0.29 -0.26 0.14
H 0.13 -0.18 0.34
H 0.06 0.34 0.19
H 0.01 0.06 0.26
H 0.05 0.31 0.10
H -0.13 -0.28 -0.30
H -0.26 -0.08 0.17
H 0.01 0.32 0.19
H 0.06 0.31 -0.08
H -0.19 -0.15 -0.21
H -0.03 0.02 -0.06
H 0.43 0.03 0.01
H -0.10 -0.19 -0.11
H 0.14 -0.29 -0.02
H -0.19 -0.09 0.18
H -0.36 0.28 -0.14
H 0.05 0.33 0.39
H -0.16 -0.04 -0.11
H 0.17 0.23 0.18
H 0.14 -0.14 0.06
H -0.20 -0.33 0.14
H -0.19 0.08 -0.01
H 0.13 0.09 0.11
H 0.11 -0.03 0.15
H -0.22 -0.56 0.25
H 0.03 -0.15 0.01
H -0.16 -0.32 0.17
H -0.02 -0.12 -0.03
H 0.12 0.09 -0.23
H -0.02 0.08 -0.07
H 0.21 0.04 0.09
H 0.18 0.06 -0.14
H 0.11 -0.21 -0.06
H -0.20 -0.09 -0.30

Summary:
HOMO energy   -6.7853 eV
Energy   -63666.001 eV
2S+1   1
E_LUMO   -0.0511 hartree
Kohn-Sham gap   5.396 eV
Charge   0

The Mulliken scheme yields these atomic charges, measured in e: number 1, F, carries -0.32; number 2, F, carries -0.29; number 3, F, carries -0.30; number 4, F, carries -0.30; number 5, F, carries -0.37; number 6, O, carries -0.73; number 7, O, carries -0.32; number 8, O, carries -0.14; number 9, O, carries -0.70; number 10, O, carries -0.81; number 11, N, carries 0.31; number 12, N, carries 0.65; number 13, C, carries -0.83; number 14, C, carries -0.29; number 15, C, carries 0.27; number 16, C, carries 0.46; number 17, C, carries 1.49; number 18, C, carries 0.05; number 19, C, carries 0.25; number 20, C, carries -0.40; number 21, C, carries -0.90; number 22, C, carries -1.03; number 23, C, carries 0.00; number 24, C, carries 0.29; number 25, C, carries -1.20; number 26, C, carries -0.65; number 27, C, carries 0.04; number 28, C, carries 0.86; number 29, C, carries -0.23; number 30, C, carries -0.56; number 31, C, carries -0.09; number 32, C, carries -0.77; number 33, C, carries 0.68; number 34, C, carries -1.40; number 35, C, carries -0.92; number 36, C, carries -0.59; number 37, C, carries -0.50; number 38, C, carries 0.40; number 39, C, carries -0.55; number 40, C, carries -0.63; number 41, C, carries 0.15; number 42, C, carries -1.59; number 43, C, carries -0.50; number 44, C, carries -0.20; number 45, C, carries -0.18; number 46, C, carries 0.46; number 47, C, carries -0.62; number 48, H, carries 0.53; number 49, H, carries 0.43; number 50, H, carries 0.53; number 51, H, carries 0.26; number 52, H, carries 0.03; number 53, H, carries 0.40; number 54, H, carries 0.35; number 55, H, carries 0.41; number 56, H, carries 0.42; number 57, H, carries 0.49; number 58, H, carries 0.37; number 59, H, carries 0.45; number 60, H, carries 0.55; number 61, H, carries -0.23; number 62, H, carries 0.47; number 63, H, carries 0.32; number 64, H, carries 0.43; number 65, H, carries -0.08; number 66, H, carries 0.41; number 67, H, carries 0.27; number 68, H, carries 0.23; number 69, H, carries 0.18; number 70, H, carries 0.39; number 71, H, carries 0.32; number 72, H, carries 0.40; number 73, H, carries 0.69; number 74, H, carries 0.25; number 75, H, carries 0.82; number 76, H, carries 0.30; number 77, H, carries 0.41; number 78, H, carries 0.43; number 79, H, carries 0.19; number 80, H, carries 0.30; number 81, H, carries 0.39; number 82, H, carries 0.43

***

# 2
A structure of composition C34H33MnNO6P2S3 at a distorted geometry, computed with ωB97M-V/def2-TZVPD.

Positions of all 80 atoms, in Å:
Mn: -1.290 -1.685 0.320
S: 0.754 5.962 -0.853
S: -1.215 -4.208 0.994
S: -3.613 -1.818 1.558
P: -0.471 -0.111 -1.400
P: 0.771 0.420 1.037
O: -2.416 -1.116 2.075
O: -3.451 -1.932 0.099
O: -1.489 -3.730 -0.371
O: -0.498 -5.454 1.023
O: -4.846 -1.198 1.959
O: -0.544 -3.117 1.726
N: 0.906 0.657 -0.710
C: -2.508 1.445 -0.481
C: 0.848 3.186 -0.710
C: 0.703 -1.223 -5.697
C: 2.176 1.464 1.615
C: 1.655 -1.180 1.184
C: -3.447 2.461 -0.478
C: -0.946 -0.707 -4.035
C: -0.625 -1.077 -5.327
C: 1.391 -0.618 -3.476
C: 2.938 -3.597 1.629
C: 2.427 -3.308 0.376
C: -2.734 -4.479 1.922
C: 3.472 1.268 1.153
C: 0.060 -0.450 -3.104
C: -3.640 -3.486 2.242
C: 1.225 4.367 -1.590
C: 1.781 -2.104 0.148
C: 2.800 -2.689 2.665
C: -2.872 -5.737 2.489
C: -4.669 -3.754 3.133
C: 2.156 -1.487 2.446
C: 2.947 3.298 2.970
C: -4.799 -5.007 3.707
C: 4.230 3.120 2.481
C: -3.903 -6.010 3.372
C: -2.805 3.056 -2.714
C: -3.600 3.263 -1.599
C: -1.709 1.228 -1.604
C: 1.407 1.893 -1.304
C: 1.707 -0.997 -4.770
C: 1.923 2.471 2.538
C: -1.859 2.043 -2.722
C: 1.978 6.088 0.483
C: 4.493 2.097 1.582
H: 1.259 3.334 0.288
H: -1.977 -0.619 -3.723
H: 3.189 -2.921 3.646
H: -4.005 -6.998 3.797
H: 1.166 1.860 -2.371
H: 0.956 -1.527 -6.703
H: 1.759 5.366 1.264
H: -1.409 -1.260 -6.047
H: 2.976 5.933 0.083
H: -2.141 -6.484 2.222
H: 0.697 4.327 -2.543
H: 1.410 -1.872 -0.849
H: -4.059 2.623 0.396
H: 2.301 4.390 -1.779
H: -2.920 3.690 -3.581
H: 0.914 2.594 2.908
H: 2.172 -0.454 -2.748
H: 1.888 7.093 0.879
H: 2.497 1.901 -1.199
H: 5.499 1.945 1.218
H: 2.742 -1.124 -5.053
H: -5.598 -5.199 4.408
H: 2.037 -0.771 3.250
H: 3.439 -4.537 1.799
H: -1.246 1.894 -3.599
H: 5.026 3.775 2.804
H: 2.740 4.081 3.685
H: -0.236 3.118 -0.617
H: 3.675 0.457 0.469
H: -4.337 4.052 -1.603
H: 2.522 -4.022 -0.428
H: -5.358 -2.955 3.357
H: -2.378 0.800 0.389

Cartesian forces, eV/Å:
Mn 0.08 -0.01 0.01
S 0.11 0.04 -0.10
S 0.93 -2.00 0.34
S -1.74 0.83 0.71
P 0.74 1.75 -0.61
P 0.97 0.13 -0.28
O 0.30 -0.18 -0.14
O 0.33 -0.16 -0.13
O -0.21 0.33 -0.05
O -0.30 0.15 0.07
O 0.20 -0.31 0.04
O -0.22 0.31 -0.02
N -0.96 -0.72 0.28
C 0.12 -0.27 -0.02
C 0.10 -0.09 -0.15
C -0.02 0.01 0.04
C -0.33 -0.03 0.13
C -0.06 -0.04 -0.13
C -0.04 0.07 0.10
C 0.05 0.01 0.15
C -0.02 -0.03 -0.13
C -0.12 0.10 0.22
C 0.00 -0.08 -0.11
C 0.03 -0.12 -0.03
C 0.57 -0.22 -0.18
C -0.03 -0.01 0.00
C -0.22 -0.58 0.08
C -0.28 0.68 -0.12
C -0.18 0.32 0.48
C 0.16 0.40 0.02
C -0.04 0.04 0.09
C 0.11 -0.10 -0.16
C -0.03 0.14 -0.04
C -0.15 -0.05 -0.09
C 0.03 0.09 0.10
C 0.15 -0.11 -0.10
C -0.07 0.04 0.04
C -0.14 0.15 -0.01
C 0.08 0.04 -0.08
C 0.04 -0.02 0.12
C -0.07 -0.42 0.14
C 0.08 0.24 0.05
C 0.08 -0.01 -0.06
C -0.07 -0.18 -0.04
C 0.08 -0.03 0.05
C -0.41 -0.22 -0.37
C 0.08 0.00 -0.08
H -0.07 0.04 -0.08
H -0.14 0.00 -0.12
H 0.04 -0.02 0.06
H 0.04 -0.04 0.03
H 0.13 0.01 0.02
H 0.01 0.00 -0.07
H 0.11 -0.02 0.11
H -0.07 -0.04 -0.02
H 0.13 0.02 0.05
H 0.02 -0.10 0.05
H 0.05 -0.02 -0.09
H 0.13 -0.11 0.13
H -0.07 -0.01 0.07
H 0.02 -0.04 -0.11
H 0.00 0.02 -0.08
H -0.07 0.11 0.06
H 0.10 0.02 0.06
H 0.05 0.09 0.08
H -0.04 0.03 -0.19
H 0.08 -0.01 -0.04
H 0.06 0.00 0.00
H -0.08 0.00 0.04
H 0.05 -0.02 0.10
H 0.03 -0.11 0.02
H 0.05 -0.03 -0.06
H 0.08 0.03 0.05
H 0.00 0.06 0.06
H -0.02 0.09 0.00
H 0.06 -0.08 -0.08
H -0.07 0.06 0.01
H 0.00 -0.08 -0.06
H -0.10 0.03 0.04
H -0.21 0.27 -0.06

Summary:
HOMO energy (alpha / beta)   -8.5305 / -8.5681 eV
<S²>   8.76
Energy   -131974.766 eV
2S+1   6
E_LUMO (alpha / beta)   0.0018 / -0.0095 hartree
Kohn-Sham gap (alpha / beta)   8.578 / 8.309 eV
Charge   0

The Mulliken scheme yields these atomic charges, measured in e: number 1, Mn, carries 0.64; number 2, S, carries -0.13; number 3, S, carries 2.13; number 4, S, carries 2.09; number 5, P, carries 0.60; number 6, P, carries 0.60; number 7, O, carries -0.69; number 8, O, carries -0.69; number 9, O, carries -0.72; number 10, O, carries -0.75; number 11, O, carries -0.75; number 12, O, carries -0.57; number 13, N, carries 0.73; number 14, C, carries -0.40; number 15, C, carries 1.27; number 16, C, carries -0.55; number 17, C, carries 0.14; number 18, C, carries 0.75; number 19, C, carries -1.02; number 20, C, carries -0.77; number 21, C, carries -0.72; number 22, C, carries -0.18; number 23, C, carries -0.64; number 24, C, carries -0.64; number 25, C, carries -0.10; number 26, C, carries -0.57; number 27, C, carries 0.62; number 28, C, carries -0.64; number 29, C, carries -1.08; number 30, C, carries -0.21; number 31, C, carries -0.69; number 32, C, carries -0.65; number 33, C, carries -0.54; number 34, C, carries -1.06; number 35, C, carries -0.51; number 36, C, carries -0.60; number 37, C, carries -0.54; number 38, C, carries -0.57; number 39, C, carries -0.85; number 40, C, carries -0.58; number 41, C, carries 0.59; number 42, C, carries -1.74; number 43, C, carries -0.77; number 44, C, carries -0.19; number 45, C, carries -0.20; number 46, C, carries -0.67; number 47, C, carries -0.81; number 48, H, carries -0.53; number 49, H, carries 0.54; number 50, H, carries 0.43; number 51, H, carries 0.40; number 52, H, carries 0.74; number 53, H, carries 0.40; number 54, H, carries 0.08; number 55, H, carries 0.43; number 56, H, carries 0.24; number 57, H, carries 0.56; number 58, H, carries 0.38; number 59, H, carries 0.41; number 60, H, carries 0.50; number 61, H, carries 0.43; number 62, H, carries 0.45; number 63, H, carries 0.35; number 64, H, carries 0.30; number 65, H, carries 0.39; number 66, H, carries 0.40; number 67, H, carries 0.45; number 68, H, carries 0.44; number 69, H, carries 0.40; number 70, H, carries 0.47; number 71, H, carries 0.40; number 72, H, carries 0.48; number 73, H, carries 0.41; number 74, H, carries 0.48; number 75, H, carries -0.16; number 76, H, carries 0.51; number 77, H, carries 0.40; number 78, H, carries 0.43; number 79, H, carries 0.54; number 80, H, carries 0.51

***

# 3
A structure of composition C2HBrClFO at a distorted geometry, computed with ωB97M-V/def2-TZVPD.

Positions of all 7 atoms, in Å:
Br: -2.596 0.782 -0.089
Cl: -1.518 -1.910 -0.694
F: -2.164 -1.310 1.532
O: 0.552 -0.316 1.608
C: -0.137 -0.233 0.635
C: -1.587 -0.643 0.518
H: 0.053 0.384 -0.189

Cartesian forces, eV/Å:
Br -0.94 1.36 -0.15
Cl 0.26 -0.69 -1.48
F 0.20 1.03 1.16
O -0.11 -0.61 -0.31
C -0.56 0.85 2.60
C -0.02 -2.69 0.03
H 1.16 0.75 -1.86

Summary:
HOMO energy   -10.8930 eV
Energy   -89418.814 eV
2S+1   1
E_LUMO   0.0021 hartree
Kohn-Sham gap   10.951 eV
Charge   0

The natural (NBO) scheme yields these atomic charges, measured in e: number 1, Br, carries 0.12; number 2, Cl, carries 0.00; number 3, F, carries -0.31; number 4, O, carries -0.45; number 5, C, carries 0.37; number 6, C, carries 0.13; number 7, H, carries 0.13